Entry from the Open Molecules 2025 dataset: a molecular structure, C50H52BrN4O5PbSbSi (ωB97M-V with the def2-TZVPD basis set).

XYZ file:
```
115
Properties=species:S:1:pos:R:3:forces:R:3:mulliken_charge:R:1
Pb 0.153085 -0.260456 0.828824 -0.215 -0.047 -0.277 1.38
Sb 1.359491 1.544201 3.668508 0.148 0.163 0.058 -0.70
Br -2.164179 -2.757515 -1.104489 0.167 0.002 -0.227 0.00
Si 0.044395 -0.027415 -3.017312 -0.193 -0.097 -0.110 -1.84
O -7.111517 -0.016236 -2.399172 -0.050 0.133 -0.059 -0.75
O 1.097199 -1.565936 2.826407 -0.061 0.066 -0.062 -0.06
O -7.431029 -1.897548 -1.193863 -0.097 0.006 0.104 -0.78
O -0.317046 -0.072545 -1.482756 0.141 0.099 0.246 1.25
O 2.035354 -3.473916 3.536338 0.134 -0.071 -0.002 -0.85
N -2.790618 -1.403749 3.133888 0.010 0.004 0.019 -0.48
N -0.148634 -2.919025 0.787416 0.012 -0.065 0.051 1.29
N -3.349892 0.128980 0.880162 0.040 -0.018 -0.010 -0.05
N -1.967886 2.443942 0.543583 -0.139 0.102 -0.019 -0.16
C 2.521766 3.384195 3.708153 0.000 -0.017 0.034 -0.69
C -2.925550 2.156038 -0.341220 0.069 -0.085 -0.071 0.70
C 1.678886 3.784199 -2.809685 0.016 -0.003 0.022 -0.90
C 0.350049 -5.616012 0.430456 0.012 -0.021 0.013 -0.74
C -3.893015 -0.825083 -5.450410 0.030 -0.004 -0.024 -0.94
C -2.172071 -2.234732 3.964310 0.068 -0.018 -0.033 -0.01
C -5.171888 -1.336041 0.371940 -0.011 0.012 -0.021 -0.49
C 1.056162 2.016134 -4.844969 -0.025 -0.005 -0.018 -0.30
C 1.933488 4.136643 -4.126683 -0.005 0.025 -0.013 -0.73
C 0.805664 2.742379 6.513263 -0.052 -0.006 0.009 -1.00
C -0.800948 -3.619592 -0.121280 -0.011 -0.050 -0.015 -0.28
C 1.311194 -1.337304 -3.558665 0.030 -0.029 0.103 0.54
C -3.935110 -0.508070 -4.098817 -0.066 -0.046 0.081 -0.59
C -4.034319 -0.989585 1.095533 0.000 -0.063 -0.005 0.07
C 3.466451 0.149548 0.828813 0.004 0.055 0.012 2.37
C 3.183884 -3.380566 -4.047999 0.014 -0.016 0.006 -0.47
C -1.352332 4.359559 -0.764278 0.021 -0.035 -0.019 -0.35
C -3.513866 -3.304612 1.878304 -0.045 -0.038 0.069 -1.03
C 2.371524 -0.676247 0.162455 0.026 0.033 -0.041 -1.03
C 3.371587 1.615852 0.407541 -0.009 -0.017 0.002 -1.02
C 1.617102 3.248662 -5.148250 0.013 -0.003 0.011 -0.66
C -3.443287 -1.927771 2.095812 -0.036 0.046 -0.031 0.68
C 2.705986 0.334630 4.857479 -0.013 -0.083 -0.066 -0.39
C -4.873460 0.653033 -0.879950 -0.116 0.012 0.075 -0.19
C -1.509002 -0.331243 -4.051672 0.091 -0.045 -0.043 0.14
C -3.125505 2.940007 -1.480956 0.001 -0.022 -0.052 -0.66
C 4.868724 -0.382334 0.519240 -0.002 0.013 -0.007 -1.90
C 4.073220 0.922261 5.179785 -0.011 0.000 0.000 -1.24
C 1.112195 2.548902 -2.519234 0.015 -0.012 -0.033 -0.10
C -2.865233 -4.156664 2.752950 0.006 -0.011 0.014 -0.47
C 0.991967 -4.910539 1.433299 -0.044 0.008 0.010 -0.59
C 2.642630 -1.045501 -3.858066 -0.023 0.008 -0.022 -0.15
C -3.754758 0.932973 -0.098963 -0.029 0.112 0.055 0.21
C 1.363999 -2.790467 2.755295 -0.167 -0.036 0.156 -0.28
C -1.216629 3.516722 0.325769 0.094 -0.035 0.064 -0.24
C 1.863918 -3.697576 -3.753814 0.005 -0.014 0.006 -0.75
C 1.695687 4.592600 3.278166 0.007 -0.012 -0.010 -1.10
C -6.858465 -0.832286 -1.490564 0.189 -0.225 -0.103 0.55
C 0.712780 -3.561492 1.589269 0.050 0.005 -0.048 0.07
C -5.608138 -0.497751 -0.641396 -0.025 0.077 0.110 -0.40
C 0.791803 1.638853 -3.526277 0.036 0.036 0.063 0.07
C -2.330434 4.048248 -1.694465 0.007 0.020 -0.016 -0.68
C -1.492381 -0.662923 -5.407404 -0.004 0.013 0.014 -0.50
C -0.583912 -4.969689 -0.358450 -0.019 0.019 0.007 -0.72
C -2.751399 -0.261551 -3.415487 0.078 -0.008 -0.061 0.64
C 0.087187 2.115910 5.325264 -0.024 -0.003 -0.010 -0.88
C -2.170797 -3.614476 3.822680 0.048 0.013 -0.045 -0.47
C 3.571073 -2.050605 -4.103914 0.004 0.013 -0.003 -0.76
C -2.670263 -0.901055 -6.105098 0.000 -0.004 -0.011 -0.68
C 0.945111 -2.686893 -3.514330 0.001 0.030 -0.058 -0.16
H 2.364714 2.011536 0.572158 -0.005 0.023 0.037 -0.04
H -3.876380 2.670291 -2.208548 0.011 -0.015 -0.005 0.28
H -1.618175 -1.773017 4.773581 0.006 0.023 0.053 0.36
H -5.224805 1.299339 -1.671717 0.015 -0.007 -0.004 0.47
H 4.689363 0.194629 5.716304 0.012 -0.002 -0.003 0.41
H 0.783896 4.693399 3.871455 -0.021 0.006 0.029 0.29
H 2.374152 5.099521 -4.359592 0.001 -0.001 0.002 0.35
H -0.689516 5.204220 -0.895704 0.006 0.019 0.009 0.43
H 1.809565 3.518711 -6.180329 0.001 0.003 -0.010 0.38
H 0.905689 2.270360 -1.492565 -0.016 0.019 0.036 0.82
H 2.796477 -0.594106 4.294526 -0.009 -0.006 0.007 0.16
H -5.734685 -2.239472 0.564955 -0.003 -0.012 0.018 0.65
H -4.023920 -3.685280 1.004211 -0.027 0.000 0.058 0.39
H -2.634733 -1.164334 -7.156733 0.007 0.002 -0.009 0.39
H 2.935610 3.529490 4.705896 0.017 0.018 0.036 0.41
H 1.695802 -5.359622 2.117547 0.014 -0.002 0.004 0.56
H 2.966834 -0.010918 -3.887087 0.004 0.027 0.002 0.39
H -4.811628 -1.028892 -5.987821 -0.014 0.012 0.018 0.40
H 0.126984 2.899408 7.357379 0.000 0.011 0.011 0.41
H 1.922688 4.469970 -2.005803 0.003 0.004 0.003 0.48
H 4.600700 -1.794132 -4.326020 0.006 0.002 0.005 0.38
H 1.553684 -4.734857 -3.700937 -0.003 -0.011 0.000 0.40
H 2.537719 -1.740295 0.367067 -0.009 -0.028 0.007 0.42
H -0.681006 2.781016 4.927202 -0.021 0.023 0.012 0.47
H 4.008423 1.817299 5.801585 -0.012 0.029 0.009 0.29
H -4.883445 -0.474772 -3.573295 -0.070 0.070 -0.036 0.40
H -2.874496 -5.226990 2.583218 -0.010 -0.005 0.004 0.43
H 5.649191 0.181212 1.043383 0.008 0.026 0.001 0.42
H 4.614327 1.196394 4.271516 0.010 0.008 -0.017 0.19
H 3.908187 -4.168059 -4.221502 0.002 -0.002 -0.014 0.35
H 2.160507 0.080988 5.769657 0.002 0.012 0.023 0.67
H 1.389295 4.509705 2.233780 -0.013 -0.022 -0.021 0.07
H -0.081525 -2.948851 -3.284744 -0.053 -0.006 0.024 0.39
H 2.255143 5.527367 3.377516 0.008 0.010 -0.005 0.41
H -2.460389 4.648435 -2.587042 0.001 -0.003 0.010 0.38
H 0.554918 -6.668689 0.274942 0.003 -0.002 -0.002 0.40
H 3.586113 1.718262 -0.660214 -0.019 -0.015 -0.028 0.32
H -2.775760 -0.037214 -2.355510 0.014 0.015 -0.035 0.32
H -1.609115 -4.232519 4.509610 0.005 -0.016 0.023 0.35
H -1.143633 -5.477803 -1.129308 -0.004 -0.008 -0.013 0.57
H 3.342744 0.097913 1.919283 -0.046 -0.037 0.022 -0.83
H -0.430251 1.200314 5.618770 0.003 -0.027 -0.002 0.50
H 0.815781 1.335326 -5.655301 -0.010 -0.009 -0.009 0.24
H 5.062667 -0.315368 -0.555375 0.006 -0.016 -0.027 0.34
H 4.951987 -1.430748 0.809153 0.005 -0.019 0.017 0.43
H -0.541839 -0.761611 -5.923578 0.015 -0.006 -0.024 0.27
H -0.440282 3.699959 1.064612 -0.014 0.025 0.026 0.33
H 2.428076 -0.549237 -0.925472 -0.014 0.018 -0.001 0.06
H 1.233772 3.712545 6.256096 0.012 0.023 -0.014 0.20
H 3.361290 3.239920 3.026753 0.043 -0.004 0.003 0.47
H 4.076318 2.248233 0.955653 0.046 0.011 -0.002 0.43
H 1.622965 2.109556 6.865372 0.019 -0.019 0.007 0.21
```
Positions in Å, forces in eV/Å.

Calculated values
Electronic energy (a.u.): -5828.5517
Net charge: -2
F_max (eV Å⁻¹): 0.35
E_HOMO (Eh): -0.08807

=====

Entry from the Open Molecules 2025 dataset: a molecular structure, C5H9NO7S2 (ωB97M-V with the def2-TZVPD basis set).

XYZ file:
```
24
Properties=species:S:1:pos:R:3:forces:R:3:mulliken_charge:R:1
S -0.277696 1.598108 -1.904106 2.046 -1.274 -1.864 1.37
S 0.427126 -2.110316 0.845739 -0.720 -1.461 1.459 1.12
O 1.029417 2.179876 -1.591958 -0.699 -0.051 0.176 -0.69
O 0.094571 1.698799 1.205499 -0.900 1.044 -0.939 -0.44
O -0.569764 -1.753125 1.903879 0.652 0.439 -1.226 -0.73
O -0.280761 0.924096 -3.207488 0.135 -0.360 0.432 -0.77
O -0.141561 -3.101169 -0.049252 -0.051 -0.241 -0.440 -0.72
O -1.392800 2.502795 -1.832496 -1.219 0.912 1.028 -0.73
O 1.658217 -2.556322 1.497656 0.356 0.516 -0.498 -0.77
N 0.881332 -0.856327 -0.224069 -3.050 1.369 -1.467 -0.27
C -1.666602 -0.808395 -1.168989 4.591 0.676 1.438 -1.81
C 1.796395 0.051883 0.330351 1.663 1.236 1.594 -0.73
C 1.122078 0.814543 1.501697 0.627 -2.020 0.533 -0.56
C -1.035236 0.971743 0.649698 1.179 -0.678 0.934 -0.87
C -0.656315 0.292444 -0.639427 1.136 -2.755 -0.533 0.76
H 2.708908 -0.456588 0.729442 -0.912 -0.269 0.284 0.44
H -1.591780 -1.614733 -0.491595 -0.598 -0.643 1.051 0.50
H -1.258492 0.215226 1.403811 -0.416 -0.186 -0.205 0.47
H 0.653070 0.050417 2.185986 0.955 0.471 -0.428 0.37
H -1.353331 -1.269451 -2.065639 0.408 0.237 -1.327 0.38
H -1.890088 1.623544 0.499138 0.201 0.389 -0.076 0.42
H 2.328852 0.723764 -0.372965 -1.289 -0.124 -0.174 0.32
H -2.556306 -0.369480 -1.201941 -4.073 1.580 -0.399 0.56
H 1.970767 1.248671 1.997030 -0.022 1.192 0.645 0.38
```
Positions in Å, forces in eV/Å.

Calculated values
Electronic energy (a.u.): -1573.7022
Net charge: -2
F_max (eV Å⁻¹): 4.86
E_HOMO (Eh): -0.06520

=====

Entry from the Open Molecules 2025 dataset: 2 unconnected molecules or ions with the total composition C4H12N2O (ωB97M-V with the def2-TZVPD basis set).

XYZ file:
```
19
Properties=species:S:1:pos:R:3:forces:R:3:mulliken_charge:R:1
O 0.687830 0.921035 -2.356591 0.111 1.468 1.306 -0.55
N 0.717882 -0.393771 -2.109372 0.243 -0.590 1.220 -0.26
N 0.886458 1.515753 0.079174 0.147 -0.492 -0.529 -0.49
C -0.677024 0.106417 2.568337 0.174 0.075 -0.106 -1.37
C -0.420152 -0.265138 1.102453 -0.186 -0.483 -0.503 -0.11
C -0.616107 -0.990541 -2.235002 0.056 0.233 0.064 -0.71
C 0.873686 0.298323 0.598240 -0.278 1.612 0.561 -0.38
H -0.879881 -0.977499 -3.291608 -0.019 -0.032 0.029 0.28
H -0.736435 1.188659 2.682756 0.011 -0.003 0.008 0.36
H 0.619445 1.560394 -1.134810 -0.550 -1.287 -1.013 0.42
H -0.392482 -1.354688 1.001389 -0.061 0.036 0.053 0.33
H 1.772684 -0.056171 1.106334 0.102 -0.201 -0.367 0.42
H 0.119636 -0.265584 3.214120 0.005 0.015 0.024 0.35
H 1.810072 1.933908 0.031482 0.249 -0.226 0.230 0.29
H -1.382036 -0.431840 -1.684135 -0.004 -0.021 -0.015 0.24
H 1.054455 -0.537387 -1.079964 -0.127 -0.095 -0.926 0.35
H -0.578588 -2.021721 -1.884463 0.010 -0.033 -0.001 0.33
H -1.242657 0.097851 0.481806 0.087 0.032 0.012 0.15
H -1.616786 -0.328000 2.909856 0.029 -0.007 -0.046 0.37
```
Positions in Å, forces in eV/Å.

Calculated values
Electronic energy (a.u.): -344.2126
Net charge: 0
F_max (eV Å⁻¹): 1.97
E_HOMO (spin up / spin down) (Eh): -0.28218 / -0.28203